No. 1
A molecular structure, CHIN2O2S, computed with ωB97M-V/def2-TZVPD.

Results
Orbital gap in eV: 9.5

```
! RIJCOSX wB97M-V def2-TZVPD def2/J DEFGRID3
* xyz 0 1
I 2.868 -1.021 -0.120
S -1.030 1.390 0.251
O -1.360 -0.260 0.372
O -1.568 1.854 -0.985
N 0.695 1.093 -0.019
N -0.330 -1.157 0.593
C 1.088 -0.055 0.073
H -0.363 -1.844 -0.164
*
```

No. 2
C21H24N6O4S in the gas phase, computed with ωB97M-V/def2-TZVPD.

Results
SMILES string: COc1ccc(C)cc1NC(=O)[C@H]1CCCN(S(=O)(=O)c2ccc(-n3cnnn3)cc2)C1
Orbital gap in eV: 7.9

```
! RIJCOSX wB97M-V def2-TZVPD def2/J DEFGRID3
* xyz 0 1
S -2.778 0.795 0.519
O -4.125 0.360 0.282
O 1.218 -3.187 1.700
O 0.678 1.632 1.950
O -2.576 2.099 1.075
N 1.795 0.256 -6.096
N -1.975 -0.298 1.530
N 0.711 -0.964 1.749
N -0.301 0.052 -5.706
N 0.586 0.017 -6.598
N 0.301 0.328 -4.535
C 3.168 -1.000 1.780
C -0.403 0.444 -3.334
C 4.332 1.076 2.002
C 1.956 -0.335 1.814
C -1.762 0.131 -3.334
C -1.641 -1.074 3.823
C 0.544 3.025 2.114
C 0.411 -2.282 1.748
C -2.482 0.234 -2.159
C -0.501 0.974 -1.001
C 0.232 0.868 -2.169
C 1.933 1.069 1.942
C 5.668 -1.048 1.854
C -1.977 -1.650 1.003
C -1.844 0.649 -1.005
C 4.369 -0.302 1.872
C -1.548 -2.512 3.318
C 1.627 0.451 -4.819
C -1.093 -2.571 1.850
C -2.506 -0.238 2.884
C 3.125 1.762 2.037
H 2.401 0.662 -4.113
H 5.655 -1.821 1.088
H 5.831 -1.536 2.815
H -0.047 1.308 -0.084
H -2.088 -1.062 4.818
H -1.220 -3.597 1.490
H -0.527 3.214 2.033
H 0.910 3.347 3.094
H -3.534 -0.001 -2.117
H -0.855 -3.086 3.936
H -2.505 0.814 3.173
H 1.072 3.575 1.329
H -0.078 -0.320 1.765
H 1.281 1.117 -2.168
H -0.647 -0.633 3.897
H -1.609 -1.609 -0.026
H 6.502 -0.377 1.666
H -3.542 -0.605 2.896
H -3.003 -2.046 0.984
H 3.130 2.835 2.145
H -2.533 -2.980 3.391
H 3.169 -2.074 1.688
H -2.225 -0.185 -4.255
H 5.253 1.635 2.080
*
```

No. 3
A molecular structure, C31H52N9O4OsP, computed with ωB97M-V/def2-TZVPD.

Results
Expectation value of S²: 6.031
Orbital gap (alpha / beta) in eV: 7.1 / 5.3

```
! RIJCOSX wB97M-V def2-TZVPD def2/J DEFGRID3
* xyz 2 5
Os 0.804 -0.163 -0.986
P -0.824 2.568 0.195
O 2.134 -2.787 -0.846
O 2.020 -1.581 -1.666
O -2.521 -0.012 -2.020
O -3.856 -1.830 -2.043
N 2.513 -6.536 4.707
N -0.049 1.180 -0.364
N 1.270 0.582 -3.030
N 2.255 -5.285 4.916
N 1.705 -4.704 3.739
N 0.751 -1.475 0.803
N -1.617 -2.087 -1.660
N -0.285 -1.683 -1.854
N 1.168 -2.622 2.670
C -3.001 3.535 2.160
C 3.628 1.192 -2.349
C -0.178 -2.858 2.332
C 2.607 -8.013 2.684
C 2.259 -6.840 3.367
C 2.219 2.239 -4.253
C 0.472 2.763 2.665
C 1.585 -5.780 1.327
C 2.003 -3.330 3.628
C 0.052 4.998 1.517
C 1.693 -1.685 1.738
C -1.363 3.685 -1.327
C -0.486 -2.043 1.266
C -4.154 -3.077 -1.421
C 1.851 3.255 0.783
C 0.395 0.921 -4.066
C -0.011 4.257 -1.918
C -2.656 -1.256 -1.938
C 1.774 -5.696 2.705
C -2.465 2.337 1.228
C 2.368 1.440 -3.116
C -2.256 1.121 2.164
C 2.510 -8.009 1.261
C -2.161 2.796 -2.291
C -3.656 1.882 0.314
C 0.989 1.881 -4.852
C 2.038 -6.891 0.574
C 3.049 -1.101 1.769
C -0.872 0.211 -4.427
C -2.170 5.049 -1.021
C 0.447 3.468 1.337
H 4.060 0.188 -2.478
H -2.201 0.154 1.562
H -2.391 5.518 -2.021
H -3.204 3.141 -2.189
H -1.896 2.939 -3.370
H -4.001 -3.873 -2.116
H 1.199 3.194 3.391
H -3.240 4.378 1.545
H 2.861 -0.040 1.951
H 3.401 1.382 -1.276
H -1.518 0.157 -3.564
H 0.368 5.526 0.625
H 2.045 3.501 -0.280
H -3.678 -3.255 -0.440
H -5.228 -3.082 -1.257
H 3.547 -1.154 0.811
H 0.539 5.492 2.422
H -4.463 1.525 0.974
H -1.784 -3.016 -1.364
H 0.508 5.090 -1.387
H -1.376 -1.913 0.625
H 2.026 -6.870 -0.488
H 0.687 3.491 -2.140
H -3.965 3.307 2.623
H 3.012 -3.233 3.281
H -1.411 0.822 -5.150
H 1.990 -2.913 4.668
H -0.509 2.906 3.251
H 2.864 -8.890 3.210
H -3.335 1.118 -0.424
H -0.880 -3.371 2.965
H 3.682 -1.594 2.583
H 4.355 1.943 -2.607
H -0.742 -0.829 -4.799
H -1.013 5.117 1.561
H 1.040 -5.029 0.750
H 2.467 4.030 1.324
H -1.528 5.704 -0.433
H 0.691 1.647 2.581
H -2.202 3.803 2.878
H -0.269 4.641 -2.930
H -3.047 1.018 2.936
H -2.174 1.769 -2.107
H -1.391 1.228 2.758
H -3.176 4.816 -0.496
H -4.037 2.757 -0.234
H 2.785 -8.882 0.748
H 2.975 2.900 -4.589
H 0.496 2.401 -5.653
H 2.593 -3.433 -1.462
H 2.228 2.263 1.059
H 0.264 -2.504 -2.228
*
```

No. 4
2 unconnected molecules or ions with the total composition C4H12N2O2, computed with ωB97M-V/def2-TZVPD.

Results
SMILES string: NCNCCC=O.O
Orbital gap in eV: 9.8

```
! RIJCOSX wB97M-V def2-TZVPD def2/J DEFGRID3
* xyz 0 1
O 1.625 1.222 -1.544
O -0.913 -0.365 -1.795
N 0.350 2.073 1.508
N -0.611 -0.059 1.042
C -1.057 -1.503 -1.416
C 0.479 -0.889 0.464
C -0.173 -2.035 -0.299
C -0.173 0.856 2.123
H 0.575 -2.713 -0.761
H 1.185 -0.293 -0.179
H -1.681 -2.189 -2.017
H -0.773 -2.648 0.435
H -0.970 0.469 0.252
H 1.128 -1.265 1.297
H 0.674 2.789 2.155
H 0.830 0.697 -1.738
H 1.544 1.773 -2.336
H 0.687 0.326 2.603
H -0.457 2.532 1.080
H -0.956 0.852 2.905
*
```

No. 5
2 unconnected molecules or ions with the total composition C5H17N2, computed with ωB97M-V/def2-TZVPD.

Results
Orbital gap in eV: 8.4

```
! RIJCOSX wB97M-V def2-TZVPD def2/J DEFGRID3
* xyz 1 1
N 1.623 -2.143 0.362
N -2.814 2.386 -0.838
C -1.403 1.985 -0.847
C -1.245 0.629 -1.515
C 1.164 -0.911 2.439
C 2.166 -1.842 1.755
C 0.227 0.220 -1.586
H 0.716 -2.593 0.509
H 1.430 -1.255 -0.127
H 0.195 -1.415 2.455
H 0.777 0.347 -0.646
H 2.208 -2.787 2.288
H -2.937 3.229 -0.292
H 1.085 0.069 1.976
H -0.959 1.942 0.162
H 1.465 -0.761 3.474
H -1.887 -0.099 -1.017
H -1.597 0.730 -2.543
H 2.167 -2.754 -0.248
H -0.851 2.753 -1.393
H 0.749 0.897 -2.262
H -3.328 1.685 -0.316
H 0.320 -0.780 -2.016
H 3.158 -1.419 1.635
*
```

No. 6
A molecular structure, H24Na3O16S, computed with ωB97M-V/def2-TZVPD.

Results
Orbital gap in eV: 2.6

```
! RIJCOSX wB97M-V def2-TZVPD def2/J DEFGRID3
* xyz 1 1
S 0.334 0.171 -1.153
Na 0.800 3.277 -5.947
Na -5.034 -1.817 -1.973
Na 5.398 0.846 -1.815
O 1.796 5.274 0.893
O 4.328 -3.343 3.585
O 4.369 -2.277 -5.003
O 0.623 0.416 5.229
O 1.030 -5.708 -2.115
O 4.468 1.617 3.431
O -0.471 1.378 -0.720
O -4.718 -2.737 3.253
O -2.206 -1.749 -5.504
O -5.181 1.763 0.266
O 1.453 0.069 -0.229
O -0.463 -1.010 -1.056
O -0.375 -4.283 2.666
O -2.330 4.954 -3.210
O -2.405 5.114 2.071
O 0.803 0.297 -2.514
H 1.551 5.508 1.788
H 4.649 -2.954 4.398
H 4.763 -1.987 -5.826
H 0.548 -4.271 2.919
H -3.830 -3.093 3.226
H -2.338 4.213 -2.603
H 0.799 -4.780 -2.094
H 3.927 1.415 2.667
H -1.662 -1.652 -4.723
H 3.585 -1.736 -4.909
H -2.935 4.699 -3.907
H -5.220 -3.381 3.753
H -2.011 -0.974 -6.030
H -0.365 -4.147 1.718
H 1.112 4.668 0.608
H -2.794 5.786 1.511
H 4.555 -2.706 2.908
H -2.057 4.464 1.461
H -4.236 1.901 0.202
H 0.278 -6.133 -2.528
H 3.919 1.385 4.181
H 0.522 0.265 4.289
H 0.368 -0.413 5.634
H -5.348 1.674 1.204
*
```